This record from OMol25 describes a structure of composition C49H45N8P3Se2Y in a non-equilibrium geometry. The level of theory is the ωB97M-V functional and the def2-TZVPD basis.

Summary:
**Lowest unoccupied orbital energy**: -2.4 eV
**E_HOMO**: -9.8 eV

ORCA input file:
```
! RIJCOSX wB97M-V def2-TZVPD def2/J DEFGRID3
* xyz 1 1
Y -1.475 -0.699 1.539
Se 1.167 5.003 -1.240
P 1.864 3.162 -1.905
C 1.620 2.861 -3.695
C 2.289 1.774 -4.262
C 2.650 1.855 -5.599
C 2.247 2.964 -6.370
C 1.486 3.957 -5.832
C 1.060 3.893 -4.510
C 3.661 2.875 -1.710
C 4.267 1.620 -1.485
C 5.672 1.601 -1.395
C 6.408 2.783 -1.566
C 5.811 3.965 -1.822
C 4.423 4.003 -1.864
C 1.115 1.828 -0.965
C -0.090 1.118 -1.035
N -0.143 0.423 0.098
N 0.957 0.629 0.808
N 1.724 1.471 0.135
P -1.663 0.903 -1.929
Se -2.547 -0.912 -1.215
C -2.682 2.308 -1.461
C -2.175 3.467 -0.882
C -3.071 4.539 -0.681
C -4.402 4.499 -1.111
C -4.896 3.327 -1.723
C -4.041 2.271 -1.858
C -1.326 0.888 -3.694
C -1.835 1.911 -4.475
C -1.551 1.875 -5.874
C -0.759 0.852 -6.407
C -0.374 -0.211 -5.683
C -0.720 -0.201 -4.323
H 2.625 0.889 -3.683
H 3.191 1.076 -6.066
H 2.544 2.927 -7.384
H 1.085 4.650 -6.566
H 0.422 4.611 -3.982
H 3.695 0.732 -1.280
H 6.190 0.735 -1.034
H 7.468 2.745 -1.412
H 6.424 4.844 -1.844
H 3.989 4.949 -2.127
H -1.129 3.493 -0.575
H -2.621 5.454 -0.167
H -5.126 5.298 -1.031
H -5.935 3.281 -2.125
H -4.354 1.395 -2.337
H -2.391 2.634 -3.949
H -1.865 2.691 -6.500
H -0.351 1.036 -7.433
H 0.246 -0.985 -6.124
H -0.578 -1.148 -3.817
N -0.595 -2.530 1.752
P 0.275 -3.827 1.384
C -0.780 -5.033 0.455
C -2.139 -4.812 0.400
C -2.960 -5.596 -0.381
C -2.402 -6.623 -1.134
C -1.000 -6.799 -1.181
C -0.186 -6.045 -0.343
C 1.654 -3.453 0.315
C 2.901 -4.105 0.371
C 3.933 -3.664 -0.449
C 3.605 -2.732 -1.421
C 2.361 -2.225 -1.628
C 1.345 -2.553 -0.759
C 0.911 -4.621 2.906
C 2.017 -4.059 3.638
C 2.256 -4.420 4.920
C 1.523 -5.481 5.490
C 0.462 -6.025 4.821
C 0.164 -5.616 3.499
H -2.518 -3.951 0.918
H -4.044 -5.437 -0.405
H -2.997 -7.298 -1.686
H -0.485 -7.597 -1.712
H 0.884 -6.121 -0.292
H 3.127 -4.826 1.167
H 4.940 -4.056 -0.442
H 4.446 -2.430 -2.028
H 2.071 -1.560 -2.504
H 0.342 -2.130 -0.865
H 2.457 -3.204 3.245
H 3.079 -3.980 5.462
H 1.686 -5.754 6.535
H 0.000 -6.872 5.333
H -0.762 -6.023 3.077
C -1.735 2.136 7.475
C -3.105 2.622 7.064
C -2.995 3.799 6.103
C -3.961 1.551 6.374
N -3.349 1.149 5.092
C -2.621 0.064 4.889
N -2.130 0.095 3.668
N -2.640 1.240 3.119
N -3.398 1.853 3.954
H -1.093 2.728 8.127
H -1.089 2.086 6.601
H -1.766 1.210 8.060
H -3.713 2.860 7.980
H -2.130 3.605 5.421
H -2.746 4.770 6.602
H -3.966 3.888 5.515
H -4.944 1.944 6.252
H -4.010 0.607 6.958
H -2.379 -0.657 5.714
*
```


This record from OMol25 describes a cluster of 4 separate species, C49H46B2N2O12P in total in a non-equilibrium geometry. The level of theory is the ωB97M-V functional and the def2-TZVPD basis.

Summary:
**Lowest unoccupied orbital energy**: 0.0 eV
**E_HOMO**: -3.4 eV

ORCA input file:
```
! RIJCOSX wB97M-V def2-TZVPD def2/J DEFGRID3
* xyz -1 1
C 0.888 2.288 2.194
C 2.280 1.819 2.854
C 2.724 2.993 3.894
C 3.446 1.465 1.775
C 3.129 2.138 0.347
C 4.323 2.054 -0.724
C 5.016 0.592 -0.998
O 5.961 0.919 -2.075
P 6.772 2.434 -1.647
N 7.617 3.958 -1.226
O 7.810 1.698 -0.458
B 9.154 2.220 -0.497
O 10.076 2.100 -1.639
O 9.730 2.879 0.700
B 6.040 3.488 -3.115
N 5.181 4.698 -2.708
O 6.308 3.140 -4.519
O 5.496 2.907 -0.520
H 0.048 2.347 2.998
H 1.004 3.352 1.781
H 0.490 1.607 1.361
H 2.034 0.899 3.520
H 3.104 3.934 3.331
H 1.784 3.287 4.485
H 3.513 2.589 4.634
H 3.542 0.327 1.613
H 4.439 1.945 2.143
H 2.814 3.249 0.436
H 2.223 1.580 -0.127
H 3.748 2.189 -1.733
H 4.170 -0.088 -1.380
H 5.474 0.133 -0.034
H 7.717 1.998 -2.679
H 7.828 4.545 -2.059
H 7.029 4.500 -0.571
H 10.697 2.879 -1.630
H 10.713 2.754 0.589
H 4.189 4.522 -2.997
H 5.516 5.555 -3.197
H 5.652 2.415 -4.709
C -1.802 7.317 -0.418
C -2.907 8.163 -0.509
C -4.146 7.745 -0.031
C -4.287 6.473 0.530
C -3.186 5.618 0.599
C -1.940 6.046 0.134
C -3.332 4.251 1.145
O -2.370 3.501 1.209
C -4.663 3.802 1.604
C -4.826 2.494 2.069
C -6.072 2.063 2.516
C -7.158 2.937 2.508
C -7.001 4.240 2.040
C -5.753 4.671 1.579
C -5.603 6.045 1.051
O -6.555 6.813 1.040
H -0.834 7.647 -0.783
H -2.802 9.149 -0.951
H -5.003 8.410 -0.100
H -1.076 5.390 0.197
H -3.983 1.808 2.081
H -6.196 1.044 2.872
H -8.128 2.603 2.863
H -7.851 4.916 2.032
C -0.604 -1.519 0.901
C -0.021 -2.785 0.905
C -0.567 -3.802 1.684
C -1.694 -3.551 2.472
C -2.263 -2.278 2.485
C -1.723 -1.263 1.689
C -3.426 -1.985 3.352
O -3.927 -0.871 3.361
C -3.967 -3.060 4.212
C -5.028 -2.783 5.079
C -5.553 -3.793 5.883
C -5.026 -5.081 5.819
C -3.965 -5.359 4.961
C -3.427 -4.345 4.163
C -2.277 -4.642 3.281
O -1.813 -5.772 3.227
H -0.182 -0.729 0.286
H 0.859 -2.981 0.300
H -0.111 -4.788 1.680
H -2.169 -0.273 1.686
H -5.445 -1.781 5.132
H -6.374 -3.574 6.560
H -5.440 -5.870 6.441
H -3.555 -6.364 4.918
C -1.998 -7.623 -1.051
C -2.197 -6.279 -0.743
C -1.975 -5.301 -1.710
C -1.540 -5.667 -2.986
C -1.318 -7.010 -3.288
C -1.559 -7.991 -2.321
C -0.811 -7.407 -4.620
O -0.620 -8.584 -4.886
C -0.531 -6.355 -5.621
C 0.003 -6.708 -6.864
C 0.258 -5.726 -7.818
C -0.028 -4.390 -7.539
C -0.554 -4.034 -6.300
C -0.797 -5.016 -5.336
C -1.323 -4.622 -4.011
O -1.570 -3.451 -3.764
H -2.181 -8.386 -0.300
H -2.528 -5.992 0.251
H -2.136 -4.255 -1.465
H -1.400 -9.040 -2.554
H 0.224 -7.748 -7.089
H 0.677 -6.002 -8.781
H 0.165 -3.626 -8.286
H -0.770 -2.991 -6.086
*
```


This record from OMol25 describes a structure of composition C49H46BBaBrF3N6O7PS2 in a non-equilibrium geometry. The level of theory is the ωB97M-V functional and the def2-TZVPD basis.

Summary:
**Lowest unoccupied orbital energy**: 3.1 eV
**ΔE to the lowest compared entry with this formula, charge and spin**: 0.0000 eV
**E_HOMO**: -2.8 eV

ORCA input file:
```
! RIJCOSX wB97M-V def2-TZVPD def2/J DEFGRID3
* xyz -2 1
Ba 0.590 0.973 0.814
C 4.564 3.061 -0.028
C 3.215 2.542 -0.425
N 2.121 3.033 0.048
N 2.189 4.204 0.704
C 1.349 4.556 1.631
N 1.386 5.913 1.934
S 0.340 3.602 2.635
C 3.089 1.431 -1.381
C 3.986 1.268 -2.440
C 3.765 0.274 -3.378
C 2.674 -0.571 -3.231
C 1.853 -0.363 -2.138
N 2.040 0.608 -1.250
H 4.914 2.469 0.822
H 4.468 4.098 0.289
H 5.307 2.983 -0.820
H 1.688 6.507 1.177
H 0.576 6.227 2.439
H 4.823 1.941 -2.557
H 4.432 0.162 -4.224
H 2.453 -1.346 -3.952
H 0.992 -1.003 -1.974
F 5.179 -0.925 3.968
C 4.688 0.154 3.336
F 4.601 1.138 4.263
F 5.618 0.543 2.439
C 3.287 -0.097 2.669
O 2.692 -1.095 3.092
O 2.946 0.765 1.847
N -0.775 0.767 -2.993
C -0.621 0.089 -4.203
C 0.132 0.644 -5.238
C 0.360 -0.075 -6.404
C -0.150 -1.352 -6.552
C -0.902 -1.910 -5.528
C -1.140 -1.199 -4.363
S 0.110 -2.295 -8.062
O 1.032 -1.487 -8.856
O -1.225 -2.415 -8.641
O 0.670 -3.563 -7.603
H -1.553 0.493 -2.414
H -0.636 1.764 -3.018
H 0.541 1.641 -5.112
H 0.945 0.343 -7.214
H -1.290 -2.913 -5.656
H -1.726 -1.631 -3.558
C -8.121 5.068 -0.226
C -7.480 4.045 0.717
C -7.411 4.673 2.118
C -8.397 2.813 0.758
C -6.074 3.636 0.277
C -5.439 4.217 -0.817
C -4.149 3.854 -1.209
C -3.498 2.897 -0.466
O -2.257 2.362 -0.614
B -2.040 1.404 0.430
O -3.270 1.397 1.183
C -4.119 2.304 0.634
C -5.396 2.653 1.011
H -9.116 5.326 0.145
H -8.229 4.660 -1.233
H -7.534 5.986 -0.279
H -8.411 4.950 2.462
H -6.788 5.570 2.098
H -6.977 3.979 2.839
H -9.415 3.109 1.025
H -8.053 2.081 1.488
H -8.422 2.329 -0.220
H -5.943 4.978 -1.398
H -3.679 4.308 -2.072
H -5.855 2.168 1.864
Br -2.305 0.125 8.162
C -1.707 0.096 6.354
C -2.631 -0.011 5.331
C -2.142 -0.028 4.032
N -0.846 0.031 3.747
C 0.025 0.134 4.745
C -0.356 0.179 6.081
H -3.690 -0.077 5.534
H -2.811 -0.069 3.179
H 1.073 0.163 4.468
H 0.375 0.269 6.871
C 0.704 -4.953 -2.956
C -0.167 -4.581 -1.940
C 0.310 -3.885 -0.843
C 1.666 -3.562 -0.718
C 2.529 -3.958 -1.735
C 2.049 -4.644 -2.845
P 2.085 -2.482 0.740
C 3.915 -2.646 0.724
C 4.667 -3.391 1.627
C 6.051 -3.419 1.532
C 6.705 -2.691 0.549
C 5.967 -1.912 -0.330
C 4.584 -1.887 -0.238
C 1.511 -3.686 2.018
C 1.892 -5.026 2.018
C 1.421 -5.892 2.993
C 0.549 -5.435 3.972
C 0.134 -4.112 3.956
C 0.606 -3.247 2.980
H 0.333 -5.463 -3.836
H -1.220 -4.826 -2.008
H -0.377 -3.568 -0.064
H 3.584 -3.726 -1.674
H 2.730 -4.934 -3.636
H 4.174 -3.919 2.430
H 6.625 -4.000 2.244
H 7.785 -2.713 0.481
H 6.471 -1.312 -1.079
H 4.013 -1.259 -0.914
H 2.554 -5.397 1.245
H 1.731 -6.931 2.986
H 0.187 -6.112 4.737
H -0.557 -3.748 4.708
H 0.280 -2.217 2.967
*
```


This record from OMol25 describes a structure of composition C49H46I2N2O5PtSSi in a non-equilibrium geometry. The level of theory is the ωB97M-V functional and the def2-TZVPD basis.

Summary:
**Lowest unoccupied orbital energy (spin up / spin down)**: 3.1 / 2.3 eV
**⟨S²⟩**: 6.152
**ΔE to the lowest compared entry with this formula, charge and spin**: 2.5265 eV
**E_HOMO (spin up / spin down)**: 0.4 / -2.6 eV

ORCA input file:
```
! RIJCOSX wB97M-V def2-TZVPD def2/J DEFGRID3
* xyz -2 5
Pt 0.555 -0.816 0.830
C -1.572 1.911 -4.365
C -1.558 2.456 -2.918
C -2.089 3.890 -2.927
O -2.347 1.698 -2.045
C -1.481 0.661 -1.604
C -0.158 1.442 -1.354
O -0.223 2.389 -2.429
C 0.148 2.184 -0.002
O 0.345 1.337 1.040
C 1.461 2.984 -0.110
C 1.819 3.663 1.054
C 3.000 4.369 1.139
C 3.864 4.400 0.057
C 3.526 3.723 -1.100
C 2.334 3.016 -1.187
C -0.984 3.173 0.305
C -0.916 4.510 -0.068
C -1.943 5.382 0.257
C -3.053 4.926 0.950
C -3.120 3.596 1.329
C -2.087 2.731 1.024
C -2.147 -0.328 -0.573
O -1.716 -0.217 0.668
C -1.850 -1.889 -1.119
C -3.097 -2.649 -1.265
C -3.422 -3.329 -2.395
C -2.556 -3.369 -3.495
C -1.326 -2.718 -3.407
C -0.985 -1.992 -2.299
C -3.662 -0.129 -0.669
C -4.404 0.042 0.491
C -5.775 0.230 0.442
C -6.434 0.262 -0.773
C -5.703 0.072 -1.935
C -4.337 -0.131 -1.884
H -2.595 1.894 -4.736
H -1.160 0.906 -4.412
H -0.965 2.566 -4.987
H -2.998 3.939 -3.520
H -1.341 4.560 -3.339
H -2.311 4.177 -1.906
H -1.264 0.055 -2.503
H 0.693 0.762 -1.527
H 1.153 3.609 1.902
H 3.250 4.896 2.050
H 4.803 4.933 0.127
H 4.197 3.744 -1.950
H 2.087 2.512 -2.108
H -0.067 4.874 -0.631
H -1.877 6.423 -0.038
H -3.859 5.609 1.194
H -3.981 3.229 1.873
H -2.102 1.695 1.323
H -3.739 -2.701 -0.400
H -4.362 -3.865 -2.437
H -2.811 -3.940 -4.378
H -0.620 -2.810 -4.226
H 0.002 -1.554 -2.218
H -3.887 0.007 1.436
H -6.335 0.350 1.361
H -7.508 0.411 -0.818
H -6.207 0.078 -2.894
H -3.792 -0.297 -2.799
I 5.286 1.405 1.842
C 5.062 -0.076 0.365
C 6.172 -0.605 -0.253
C 6.016 -1.595 -1.198
I 7.787 -2.370 -2.113
C 4.757 -2.095 -1.542
C 4.521 -3.121 -2.477
C 3.245 -3.582 -2.671
C 2.198 -3.011 -1.935
N 2.374 -2.004 -1.110
C 3.610 -1.537 -0.895
C 3.737 -0.468 0.083
O 2.753 0.064 0.645
H 7.157 -0.243 0.006
H 5.351 -3.539 -3.034
H 3.045 -4.380 -3.372
H 1.192 -3.395 -2.024
C 1.166 -1.441 5.769
Si 0.871 -0.811 3.964
C 2.089 0.653 3.857
C -0.955 -0.257 3.838
N 1.243 -1.936 2.714
C 1.270 -3.278 2.701
C 1.822 -3.955 1.590
C 1.886 -5.327 1.527
C 1.423 -6.105 2.579
C 0.894 -5.466 3.694
C 0.803 -4.092 3.754
H 1.291 -0.591 6.433
H 2.070 -2.037 5.823
H 0.352 -2.042 6.160
H 1.828 1.454 4.544
H 2.080 1.054 2.851
H 3.103 0.343 4.096
H -1.151 0.665 4.378
H -1.651 -1.013 4.194
H -1.161 -0.080 2.786
H 2.169 -3.352 0.767
H 2.320 -5.799 0.654
H 1.448 -7.187 2.522
H 0.532 -6.056 4.530
H 0.347 -3.617 4.608
S -0.859 -2.715 0.249
*
```